{"formula": "C31H66BFN2O8P", "method": "the ωB97M-V functional and the def2-TZVPD basis", "total_charge": 1, "e_tot_ev": -65255.1773, "elements": ["O", "B", "C", "N", "C", "H", "C", "H", "H", "H", "C", "C", "F", "H", "H", "H", "H", "H", "H", "H", "C", "H", "H", "H", "H", "O", "H", "H", "O", "O", "P", "H", "H", "H", "C", "H", "H", "H", "H", "H", "H", "O", "H", "H", "C", "H", "H", "O", "H", "H", "H", "H", "H", "C", "H", "H", "N", "H", "H", "O", "H", "C", "H", "H", "H", "H", "H", "H", "H", "H", "O", "C", "H", "H", "C", "H", "H", "H", "H", "C", "C", "C", "C", "H", "H", "C", "H", "C", "C", "C", "C", "C", "H", "H", "C", "H", "H", "H", "C", "C", "C", "C", "H", "H", "C", "C", "H", "C", "C", "H"], "positions_angstrom": [[1.34, -1.44, -2.52], [-0.57, -3.11, -0.71], [2.50, 1.20, -4.74], [-0.78, -1.86, 0.15], [-0.45, -0.54, -0.54], [1.51, 0.93, -5.10], [-2.93, -2.67, 4.62], [-1.87, -2.31, -5.96], [-3.29, -1.34, -2.11], [3.31, 2.51, -3.21], [-0.51, 0.60, 0.50], [-1.12, -3.71, 5.73], [-4.36, -1.91, -0.08], [-1.03, 0.53, 6.77], [-0.68, 2.13, 6.13], [2.96, 4.51, -4.59], [2.39, -0.71, 4.68], [1.95, -4.17, 5.29], [-5.19, -4.11, -5.33], [-3.11, 2.10, 5.96], [-3.92, -2.88, -4.07], [-2.90, -1.64, 4.98], [1.54, 2.56, -3.31], [-1.29, 0.73, -2.05], [-2.09, -1.62, 1.79], [2.59, 6.89, -4.80], [-0.70, -2.84, 6.23], [-0.71, -4.60, 6.19], [-3.38, -3.69, -6.22], [-1.29, -3.23, -1.84], [1.30, -0.41, -1.22], [-3.01, -3.04, -3.49], [2.91, 0.35, -4.19], [-2.18, 2.84, 3.86], [-3.23, -1.09, 0.01], [-0.84, -4.62, 3.77], [-4.70, -1.33, -5.37], [4.50, 7.20, -4.10], [-0.79, -3.70, -2.52], [-0.14, -4.75, 0.42], [-3.80, -4.98, -4.67], [-1.87, -2.84, 3.66], [-1.10, -0.92, -2.55], [2.42, -0.32, 6.42], [-2.95, -2.33, -6.15], [3.46, 3.22, -6.96], [1.01, 7.28, -3.53], [1.75, -2.22, 5.93], [1.65, 3.73, -5.46], [4.62, 3.09, -5.63], [0.14, -3.16, 4.03], [1.93, -2.19, -2.39], [2.07, -0.89, 1.02], [1.59, 7.79, -4.30], [-2.49, -2.97, 0.75], [-3.14, 1.46, 3.29], [0.37, -4.10, -0.17], [2.62, -3.82, 6.90], [4.64, -3.76, 5.57], [3.34, 1.49, -5.85], [-3.20, -0.85, -4.57], [-1.12, 1.16, 5.89], [-0.13, -1.95, 0.92], [4.73, -1.07, 5.14], [3.35, -1.05, -0.18], [3.78, -3.11, 4.17], [-1.02, 1.45, 0.06], [-3.07, -4.63, 5.51], [1.73, 9.91, -3.81], [-3.47, 0.29, -1.56], [-1.12, 1.11, 3.52], [2.46, 2.48, -3.90], [-1.01, 0.30, 1.42], [-3.88, -2.85, 4.12], [-2.18, -1.92, 0.75], [-4.75, -2.76, -3.37], [2.19, -2.38, 0.04], [-3.13, -1.86, -7.12], [-3.09, 0.41, 5.44], [2.50, -3.44, 5.88], [-0.43, 0.57, 4.66], [-2.64, -3.65, 5.74], [2.61, 3.56, -4.97], [0.62, 0.84, 4.60], [4.39, -1.64, 6.78], [2.61, -1.11, 5.68], [0.48, 0.96, 0.76], [-2.55, 1.35, 5.40], [-1.41, -0.30, -1.71], [4.03, -1.65, 5.75], [2.33, 9.01, -3.78], [-2.33, 1.76, 3.95], [-3.53, -0.26, 0.65], [0.78, -4.66, -0.91], [3.59, 2.90, -5.93], [-0.52, -0.52, 4.64], [3.27, 9.50, -5.67], [0.91, 8.05, -5.12], [3.85, -3.08, 5.26], [-0.82, -3.63, 4.24], [-4.14, -4.02, -5.05], [-3.73, -1.69, -5.01], [-3.06, -3.32, 6.70], [4.39, 9.61, -4.31], [3.84, 7.57, -4.89], [3.54, 9.05, -4.71], [4.30, 7.34, -5.86], [-2.89, -0.62, -1.40], [2.31, -1.30, 0.04], [2.66, 8.85, -2.75]], "mulliken_charge": [-0.530, 0.299, -0.161, 0.404, 1.425, 0.152, 0.050, 0.202, -0.654, 0.232, -1.440, -0.334, -0.457, 0.336, 0.343, 0.191, -0.079, 0.209, 0.291, 0.404, 0.437, -0.310, 0.303, 0.784, 0.009, -0.334, 0.097, 0.463, -0.413, -0.467, 0.347, -0.565, 0.169, 0.321, 0.548, 0.496, 0.363, 0.285, 0.272, 0.240, 0.287, -0.145, 0.509, 0.305, -0.435, 0.302, 0.263, -0.309, 0.220, 0.293, 0.194, 0.335, 0.284, -0.415, 0.705, 0.246, -0.529, 0.285, 0.369, -0.440, 0.247, -0.641, 0.406, 0.356, 0.420, 0.225, 0.303, 0.320, 0.340, 0.468, -0.335, -0.413, 0.108, 0.383, -0.900, 0.472, 0.349, 0.330, 0.011, -0.316, 0.465, -0.823, -0.317, 0.163, 0.272, -0.068, 0.480, -0.460, -1.917, -0.640, -0.556, -0.451, 0.396, 0.186, -0.534, -0.468, 0.270, 0.271, -0.572, -0.720, -0.552, -0.496, 0.368, 0.330, -0.459, -0.565, 0.315, -0.316, -1.255, 0.266]}

***

{"formula": "C31H66NO15", "method": "the ωB97M-V functional and the def2-TZVPD basis", "de_lowest_kcal_mol": 0.0, "total_charge": 1, "e_tot_ev": -65404.5650, "elements": ["C", "H", "H", "H", "C", "H", "C", "C", "C", "C", "H", "H", "H", "H", "C", "H", "H", "C", "O", "H", "H", "H", "H", "O", "H", "H", "O", "H", "H", "H", "O", "O", "H", "N", "H", "H", "C", "H", "O", "C", "H", "H", "H", "H", "C", "O", "H", "H", "H", "H", "C", "C", "H", "H", "C", "H", "H", "O", "H", "H", "H", "H", "H", "C", "H", "H", "H", "H", "H", "H", "C", "C", "O", "H", "H", "H", "C", "H", "C", "H", "H", "H", "O", "C", "C", "H", "O", "H", "H", "O", "H", "H", "C", "O", "C", "O", "H", "C", "C", "H", "C", "C", "H", "H", "H", "C", "C", "C", "H", "O", "H", "C", "H"], "positions_angstrom": [[3.27, 2.88, -2.68], [2.01, 0.67, -5.81], [3.74, -4.33, 2.17], [1.04, -1.85, 5.52], [1.02, -1.33, 4.55], [2.24, -6.00, -1.92], [1.95, -3.94, -5.75], [2.82, 6.76, 1.00], [3.51, -4.26, -5.72], [0.65, 3.93, 0.41], [4.39, 2.92, -3.21], [3.06, -0.99, -7.28], [-1.07, 4.70, 1.49], [3.96, -4.70, -6.63], [0.42, -2.61, -4.30], [3.75, 0.68, -7.15], [-2.94, -2.22, 3.25], [-6.61, -0.42, 4.64], [3.26, 1.05, -4.57], [0.80, 0.42, -0.67], [4.46, -0.59, -6.34], [-2.17, 1.37, 4.27], [2.94, 4.70, 1.38], [-5.42, -0.65, 2.64], [-4.00, 3.93, 3.80], [1.40, 3.37, 4.95], [1.73, -3.16, -4.57], [2.15, -0.92, -5.01], [5.89, -3.61, 2.19], [-4.19, -3.40, 5.18], [3.56, -4.64, 0.04], [-1.27, 3.00, 3.93], [1.32, -4.82, -6.08], [0.50, -0.17, 0.25], [-4.30, 2.24, 4.33], [-0.18, -2.64, -2.27], [-3.91, -0.39, 0.82], [-3.35, 2.71, -1.33], [-0.04, 1.57, 2.75], [2.46, -4.90, -1.93], [-6.25, -1.29, 5.44], [-0.52, -0.29, 0.33], [1.10, -0.42, 4.74], [3.98, 6.93, 0.99], [4.13, -3.97, 1.16], [1.17, 5.11, 0.59], [-2.90, -2.95, 6.14], [1.89, -1.56, 3.94], [5.78, -3.54, 0.15], [1.80, 3.09, 3.25], [-5.32, -0.85, 1.22], [-6.63, -0.81, 3.19], [-2.28, -3.56, 3.96], [3.88, -3.26, -5.35], [3.58, -0.25, -6.64], [-3.43, 3.27, 5.23], [-5.73, 0.18, 4.84], [1.86, -3.19, -0.36], [-4.07, 2.47, -2.90], [-4.04, -1.87, 5.60], [2.27, 7.55, 0.53], [2.93, 5.09, -0.20], [2.55, 7.04, 2.09], [2.59, 5.34, 0.63], [5.84, -5.02, 1.06], [1.01, 4.31, 3.48], [-5.49, -1.92, 0.76], [-0.34, -1.14, -2.85], [-1.25, 4.27, -0.28], [-1.05, 3.02, 0.98], [-2.30, 1.43, -2.66], [5.54, -4.03, 1.20], [-7.66, -1.12, 2.67], [-2.75, 3.51, -2.83], [3.77, -2.94, 1.16], [-7.50, 0.21, 4.91], [-0.02, 2.50, 3.46], [-3.19, -1.05, 0.95], [0.35, -2.01, -2.97], [-6.13, -0.22, 0.87], [-1.01, 0.59, -4.39], [-2.74, 2.07, 2.75], [-0.51, -2.72, -5.00], [2.74, 0.00, -5.35], [-2.39, 2.30, 3.66], [1.24, -0.89, 0.07], [-1.34, -1.73, 4.68], [2.54, 3.71, -2.78], [0.75, 0.29, 0.98], [-0.12, -2.07, 2.67], [-1.55, 2.25, -4.69], [-2.62, 0.71, -4.72], [-3.58, 3.05, 4.26], [1.25, 2.81, 0.37], [2.59, 1.57, -3.39], [1.64, 0.99, -2.98], [-3.59, 0.59, 1.24], [-3.24, 2.62, -2.40], [1.10, 3.39, 3.87], [3.72, -5.01, -5.00], [-0.26, -1.72, 3.90], [-3.44, -2.71, 5.35], [1.50, -3.29, -6.65], [3.35, -4.84, -2.66], [3.52, 2.87, -1.61], [-2.48, -2.53, 4.24], [-0.85, 4.00, 0.64], [2.54, -4.09, -0.69], [-3.86, -0.36, -0.36], [-1.83, 0.77, -1.64], [1.60, -4.61, -2.56], [-1.89, 1.20, -4.17], [1.17, -1.65, -2.45]], "mulliken_charge": [-0.801, 0.241, 0.298, 0.360, -1.284, 0.416, -0.330, -1.275, -0.974, 0.614, 0.260, 0.318, 0.311, 0.353, 0.097, 0.448, -0.110, -0.699, -0.372, 0.256, 0.467, 0.098, 0.335, -0.049, 0.375, 0.346, -0.150, 0.123, 0.319, 0.502, -0.317, -0.347, 0.338, 0.483, 0.128, 0.509, -0.533, 0.211, -0.346, -0.772, 0.207, -0.053, 0.384, 0.328, -0.094, -0.310, 0.530, 0.299, 0.235, 0.677, -0.610, 0.656, 0.351, 0.187, -1.603, 0.543, 0.006, -0.401, 0.574, 0.230, 0.373, 0.297, 0.276, -0.134, 0.314, 0.610, 0.266, -0.104, 0.514, -0.197, 0.994, -1.095, -0.534, 0.391, 0.188, 0.310, 0.782, 0.426, -0.206, 0.439, 0.022, -0.195, -0.542, 0.266, 0.884, 0.270, -0.306, 0.252, 0.199, -0.552, 0.308, 0.406, -1.541, -0.549, 0.354, -0.224, -0.123, -1.596, -2.097, 0.288, 0.831, -1.689, 0.254, 0.181, 0.210, 0.396, -0.587, 0.587, 0.220, -0.289, 0.065, -0.954, 0.360]}

***

Question: What is the formula in the first record?
Answer: C31H66BFN2O8P